1.
DFT (ωB97M-V/def2-TZVPD) results for C24H44BeBrCl4KN2O8PSi as an isolated structure in a non-equilibrium geometry.

Lowest unoccupied orbital energy = -6.9 eV
Energy = -198968.8131 eV
Total charge = +1

```
87
Properties=species:S:1:pos:R:3:forces:R:3:lowdin_charge:R:1
C -6.15686 -1.30364 -0.10468 0.4 -0.2 -0.1 -0.129
C -4.82261 -1.85004 -0.61581 -0.8 -0.1 -0.3 -0.246
O -4.11354 -0.89904 -1.37089 0.5 0.0 0.0 -0.124
C -2.77865 -0.72326 -0.90317 -0.4 0.1 -0.4 -0.147
C -1.86248 -0.37166 -2.07392 -0.8 0.0 0.0 -0.081
O -0.85347 0.60591 -1.72195 0.2 -0.7 0.2 -0.003
C -0.32811 0.32119 -0.51748 0.2 0.6 0.6 -0.287
C -0.70488 1.07285 0.59457 0.6 -0.1 -0.2 -0.493
Cl -1.66913 2.46489 0.38903 -0.5 0.1 -0.1 0.889
C -0.23639 0.74378 1.85291 0.6 -0.6 -0.8 -0.101
C -0.61508 1.57557 3.03190 0.1 -0.1 -0.5 -0.629
O -1.48316 1.23684 3.75170 -1.0 -0.5 1.0 0.190
O 0.11190 2.67043 3.10419 0.8 0.9 0.0 0.113
C 0.60909 -0.36969 2.00314 -0.4 -0.3 -0.4 -0.134
P 1.08759 -0.71819 3.76594 0.4 1.1 1.0 0.838
N 1.69392 0.61537 4.36379 -0.2 -0.5 -0.2 -0.264
C 1.02815 -1.04721 0.85866 0.0 0.9 0.7 -0.148
C 1.93105 -2.21187 0.97611 -0.5 -0.7 -0.3 -0.073
C 1.07290 -3.48788 0.89210 0.3 0.4 -0.3 -0.178
O 0.46000 -3.82351 2.11689 0.2 0.3 -0.3 -0.010
C -0.64121 -4.60756 1.77257 -0.3 0.4 0.2 -0.493
O -0.60804 -5.77258 1.91205 0.1 -1.4 0.4 0.200
C -1.81331 -3.89165 1.16314 -0.1 0.5 0.0 -0.159
C -3.04732 -3.86702 2.07738 0.4 -0.3 -0.3 -0.143
N 0.58435 -0.66637 -0.37579 -1.2 -0.5 0.4 0.087
C 1.13354 -1.28190 -1.57852 1.0 0.5 -0.5 -0.037
C 2.49089 -0.56317 -1.89523 -0.6 -0.2 0.3 -0.177
O 2.55497 0.57456 -1.07745 0.5 -0.2 -0.2 -0.206
Si 4.04305 1.18825 -0.57118 0.7 0.9 0.5 0.420
C 3.64779 2.32676 0.85638 -0.3 -1.2 -0.3 -0.124
C 5.16876 -0.12537 0.10878 -0.6 -0.4 -0.6 -0.173
C 4.76372 2.27759 -1.89338 0.0 -0.3 -0.6 -0.213
H -6.88708 -2.11771 -0.17055 1.3 2.5 -2.5 -0.081
H -6.48993 -0.44554 -0.66535 -0.1 0.2 -0.2 0.100
H -6.07131 -1.05695 0.95708 0.0 0.5 0.0 0.072
H -5.05335 -2.68803 -1.26865 0.2 -0.3 -0.2 0.130
H -4.26863 -2.23041 0.23535 0.4 0.0 -0.1 0.087
H -2.79626 0.05916 -0.15912 0.1 0.2 0.3 0.110
H -2.44171 -1.65623 -0.47042 0.2 -0.1 0.3 0.106
H -2.44574 0.05326 -2.87381 -0.1 0.4 -0.2 0.139
H -1.43208 -1.28859 -2.45579 0.4 -0.1 -0.1 0.121
H 0.50810 2.71011 3.99326 0.0 0.1 0.1 0.134
H 1.97421 -1.79665 3.80368 -0.3 -0.3 -0.3 0.026
H -0.11706 -1.10370 4.38030 -0.2 -0.4 -0.4 -0.074
H 2.64344 0.48269 4.68499 0.1 0.2 0.0 -0.020
H 2.66210 -2.27151 0.18631 0.3 0.2 -0.3 0.116
H 2.46890 -2.15110 1.90407 0.2 -0.2 0.3 0.097
H 1.66968 -4.29291 0.47096 0.1 -0.4 0.3 0.147
H 0.27250 -3.29353 0.17758 0.1 0.0 -0.4 0.099
H -1.49230 -2.88441 0.90936 -0.1 0.3 0.1 0.077
H -2.05762 -4.40614 0.23999 0.1 -0.1 -0.3 0.123
H -3.69688 -4.70099 1.83983 -0.2 -0.3 0.0 0.073
H -3.58299 -2.94123 1.91662 -0.2 0.3 0.2 0.039
H -2.73550 -3.90140 3.12408 -0.3 0.1 0.0 -0.127
H 1.25926 -2.34160 -1.45839 0.0 -0.3 0.2 0.125
H 0.48752 -1.13633 -2.42003 -0.4 0.2 0.0 0.109
H 2.48980 -0.31044 -2.94905 0.1 0.2 -0.2 0.132
H 3.30667 -1.26065 -1.73249 0.3 0.0 0.1 0.109
H 3.11082 3.19950 0.50858 0.8 0.1 0.3 -0.026
H 2.96749 1.79226 1.51841 -0.1 -0.1 0.4 0.036
H 4.53415 2.58684 1.41399 0.3 0.2 0.1 0.061
H 5.31482 -0.95936 -0.56748 0.1 -0.2 -0.2 0.012
H 6.15374 0.28433 0.27009 0.3 0.2 0.2 0.037
H 4.75046 -0.52813 1.02529 0.0 0.0 0.4 0.027
H 5.41647 1.76626 -2.74210 -0.6 0.1 0.8 -0.113
H 3.97271 2.83640 -2.39485 -0.1 0.1 -0.3 0.030
H 5.42819 3.00056 -1.44125 0.3 0.2 0.1 0.041
C 1.32785 3.88840 -0.41786 -0.7 0.6 -0.4 -0.067
C 2.28304 5.10462 -0.31981 -0.8 -1.3 0.3 -0.528
C 1.94382 6.01857 -1.58225 -0.2 0.8 -0.6 -0.112
O 3.52970 4.73506 -0.44064 0.2 0.5 0.0 -0.004
H 1.49329 3.34210 -1.34787 0.1 -0.1 0.0 0.096
H 1.50822 3.22034 0.42269 -0.3 0.2 0.0 0.053
H 0.28615 4.20543 -0.38827 0.0 0.1 0.0 0.050
H 2.00997 5.68930 0.57824 0.4 0.3 -0.1 0.156
H 2.10455 5.49712 -2.52558 0.1 -0.1 0.1 0.091
H 2.59702 6.89835 -1.53719 0.2 -0.3 0.3 -0.039
H 0.88532 6.32764 -1.51247 0.1 -0.2 0.2 0.019
C -5.70774 -0.94995 -4.49095 0.1 0.0 0.0 -1.036
Cl -7.19382 -0.01890 -4.25322 0.0 0.0 0.1 0.511
Cl -5.99864 -2.47494 -5.33173 0.0 0.0 0.0 0.520
H -5.02323 -0.35237 -5.08052 0.0 0.0 -0.1 0.027
H -5.27863 -1.16703 -3.52062 0.0 0.0 0.0 -0.015
K -7.46228 -3.08038 1.15700 -1.7 -2.7 3.2 1.056
Cl 6.80125 0.52016 -2.84733 0.1 -0.2 -0.2 0.001
Be 1.45498 8.43897 -2.30222 -0.1 0.2 -0.2 0.540
Br -2.03080 -2.94270 5.05830 0.3 0.4 0.1 -0.360
```
Forces are in eV/Å.

2.
DFT (ωB97M-V/def2-TZVPD) results for C14H32N3O4Ru as an isolated structure in a non-equilibrium geometry.

<S²> = 8.7575
Lowest unoccupied orbital energy (alpha / beta) = -12.4 / -16.5 eV
2S+1 = 6
Energy = -30233.5088 eV
Total charge = +4

```
54
Properties=species:S:1:pos:R:3:forces:R:3:lowdin_spin:R:1
Ru -0.03230 0.58717 -0.38196 1.3 0.8 -0.1 4.032
C 1.34947 2.19764 2.05062 1.2 -0.1 0.5 0.007
C 2.07178 0.85017 1.97343 -0.4 0.5 1.0 0.006
O 2.12219 0.29277 0.65342 -1.6 0.1 -0.5 0.119
C 3.23492 0.62667 -0.19104 0.6 0.1 -1.1 0.006
C 2.91871 1.71615 -1.21398 1.0 0.4 0.8 0.008
O 1.75507 1.38092 -1.96405 -1.0 -1.3 0.7 0.134
C 1.28914 2.42179 -2.81646 -0.7 0.9 -0.7 0.007
C -0.09879 2.88689 -2.32239 0.4 -0.1 -1.1 0.021
O 0.00332 2.91617 -0.90459 0.5 -1.6 0.5 0.147
C -1.00789 3.54358 -0.14423 -0.8 0.7 0.9 0.014
C -0.68639 3.28488 1.35383 -0.8 1.0 -0.2 0.008
O 0.02796 2.06149 1.52769 -0.3 -1.6 -1.1 0.123
H 1.28961 2.49371 3.11006 0.0 -0.1 -0.3 0.004
H 1.88795 2.98839 1.51111 -0.1 -0.2 0.0 0.001
H 3.08197 0.96423 2.38531 -0.2 -0.1 -0.1 0.003
H 1.53068 0.11219 2.58434 0.2 0.2 -0.1 0.000
H 4.09620 0.94136 0.40711 -0.2 -0.1 0.0 0.003
H 3.50605 -0.29842 -0.71118 0.0 0.1 0.1 0.000
H 2.78412 2.69708 -0.72889 -0.1 -0.3 -0.1 0.001
H 3.77818 1.80248 -1.89913 -0.2 -0.1 0.1 0.006
H 1.98905 3.26507 -2.81169 -0.1 -0.2 0.1 0.002
H 1.21112 2.03500 -3.84090 0.1 0.1 0.2 0.002
H -0.33685 3.87958 -2.72715 0.0 -0.2 0.1 0.006
H -0.89647 2.17778 -2.63757 0.2 0.3 0.1 0.006
H -1.00990 4.63053 -0.32717 0.0 -0.3 0.0 0.006
H -2.00369 3.16331 -0.42035 0.2 0.0 0.0 0.002
H -0.10570 4.11669 1.76646 0.0 -0.3 -0.1 0.002
H -1.62663 3.21044 1.91800 0.3 0.1 -0.1 0.001
N -1.79305 -4.37000 1.67957 -0.3 -0.5 0.2 0.001
C -1.00173 -3.09816 1.60384 0.7 0.8 -0.1 0.001
C -1.85923 -1.84895 1.38686 -0.3 -0.1 0.0 0.012
C -2.47273 -1.70608 -0.02133 -0.2 -1.1 0.0 0.011
N -2.29036 -0.31984 -0.48037 0.7 1.2 0.0 0.113
C -1.86506 -2.69371 -1.02804 0.3 0.6 0.2 0.002
C -0.34344 -2.83669 -0.89656 -0.6 -1.3 -0.1 0.014
N 0.34689 -1.64605 -1.39755 0.2 1.6 0.1 0.131
C 0.10844 -3.15539 0.54566 -0.1 -0.2 0.0 0.002
H -2.49257 -4.33223 2.43837 0.1 -0.1 -0.2 0.000
H -1.17292 -5.16780 1.90267 -0.2 0.2 -0.1 0.000
H -2.29087 -4.61079 0.81193 0.1 0.0 0.3 0.000
H -0.52419 -3.00564 2.58486 -0.1 -0.1 -0.1 0.000
H -1.18220 -0.98184 1.54538 -0.2 -0.4 0.2 0.006
H -2.63834 -1.78652 2.14785 0.0 0.2 0.1 0.001
H -3.55647 -1.91718 0.01563 0.3 0.2 0.0 0.005
H -2.79071 0.30403 0.16151 -0.2 -0.1 -0.2 0.005
H -2.72899 -0.20791 -1.40116 0.0 0.1 0.2 0.004
H -2.12222 -2.38423 -2.04363 -0.1 -0.1 -0.1 0.000
H -2.33425 -3.67215 -0.90681 0.0 0.1 -0.1 0.000
H -0.06620 -3.68557 -1.54833 0.1 0.4 0.2 0.007
H 0.12511 -1.50662 -2.38907 0.2 -0.1 0.1 0.003
H 1.35792 -1.78177 -1.32701 -0.1 0.0 -0.2 0.002
H 0.85817 -2.40800 0.83335 0.0 -0.2 0.2 0.000
H 0.60613 -4.12663 0.58374 0.1 0.1 0.0 0.000
```
Forces are in eV/Å.

3.
DFT (ωB97M-V/def2-TZVPD) results for C6H9MgO4 as an isolated structure in a non-equilibrium geometry.

<S²> = 1.7554
Lowest unoccupied orbital energy (alpha / beta) = -0.6 / 0.0 eV
2S+1 = 2
Relative energy (zero: lowest compared OMol25 entry of this formula, charge and spin) = 5.221 eV
Energy = -19996.7703 eV
Total charge = 0

```
20
Properties=species:S:1:pos:R:3:forces:R:3:lowdin_spin:R:1
O 2.74543 2.46510 0.18580 1.0 0.3 0.8 -0.108
C 2.33688 1.33473 0.57690 -0.7 0.4 -2.5 -0.030
O 2.99449 0.29687 0.29084 0.4 -0.6 0.7 -0.113
O 1.11900 1.31437 1.08549 -0.4 1.8 -0.4 0.007
C 0.17978 0.23371 0.93714 1.5 0.7 -3.2 0.085
Mg 4.57698 1.55844 -0.28906 -0.7 0.0 0.1 -0.724
H 0.83831 -0.45698 0.38692 -0.3 -1.7 2.2 -0.001
H -0.24757 0.47713 1.92231 -0.5 -2.1 -0.6 0.019
C -1.79109 -0.96105 1.79288 -1.5 -0.7 3.7 0.809
C -1.93068 -0.85817 0.43154 -0.2 -0.8 -2.6 0.694
H -1.04192 -1.52485 2.35173 -0.2 -0.2 -0.4 0.060
H -2.62648 -0.62345 2.41439 0.3 0.1 0.2 0.069
H -2.43362 -1.66887 -0.10793 0.1 0.1 0.0 0.064
C -1.05690 0.01637 -0.34080 0.9 2.4 1.8 0.117
C -0.75835 -0.56839 -1.71274 0.7 0.0 0.3 0.012
O 0.01989 0.33923 -2.46893 0.1 0.2 0.1 0.005
H -1.40502 1.05479 -0.42438 -0.4 -0.1 -0.3 0.036
H -1.71096 -0.77032 -2.23145 0.1 0.0 0.3 -0.001
H -0.22931 -1.52990 -1.59568 -0.1 0.1 0.0 0.001
H 0.42112 -0.12877 -3.20497 0.0 0.0 0.0 0.000
```
Forces are in eV/Å.

4.
DFT (ωB97M-V/def2-TZVPD) results for C36H26IMnP2S5 as an isolated structure.

<S²> = 0.8233
Lowest unoccupied orbital energy (alpha / beta) = -4.0 / -4.1 eV
2S+1 = 2
Relative energy (zero: lowest compared OMol25 entry of this formula, charge and spin) = 0.000 eV
Energy = -149921.7703 eV
Total charge = +1

```
71
Properties=species:S:1:pos:R:3:forces:R:3:lowdin_spin:R:1
Mn -0.05121 0.46853 -3.02531 -0.3 0.2 -0.1 1.156
S -2.07655 0.86075 -1.85715 0.0 0.0 0.1 0.003
P -1.71479 -0.01958 -0.07562 0.0 0.1 0.0 0.003
C -0.01176 -0.17305 0.20706 0.0 0.0 0.1 0.000
P 0.91912 1.29953 0.17209 -0.1 0.1 0.0 -0.003
S 1.28376 1.94600 -1.73167 0.1 0.0 0.0 -0.025
C 2.55212 1.07214 0.93066 0.0 0.0 0.0 -0.001
C 2.90522 1.64057 2.15133 0.0 0.0 0.0 0.000
C 4.16702 1.41901 2.68676 0.0 0.0 0.0 0.000
C 5.08542 0.63245 2.01100 0.0 0.0 0.0 0.000
C 4.75011 0.08493 0.77963 0.0 0.0 0.0 0.000
C 3.49771 0.31661 0.23909 0.0 0.0 0.0 0.000
C 0.05330 2.56965 1.11119 0.0 0.0 0.0 0.000
C -0.29427 2.33209 2.44292 0.0 0.0 0.0 0.000
C -0.95078 3.30645 3.17247 0.0 0.0 0.0 0.000
C -1.26924 4.52115 2.57651 0.0 0.0 0.0 0.000
C -0.93503 4.75759 1.25257 0.0 0.0 0.0 0.000
C -0.27470 3.78306 0.51814 0.0 0.0 0.0 0.000
C -2.39588 -1.70536 -0.10768 0.0 0.0 0.0 0.002
C -3.37654 -2.04256 -1.03416 0.0 0.0 0.0 0.000
C -3.93981 -3.31110 -1.02116 0.0 0.0 0.0 0.000
C -3.52220 -4.24916 -0.08997 0.0 0.0 0.0 0.000
C -2.53781 -3.92050 0.83426 0.0 0.0 0.0 0.000
C -1.97810 -2.65416 0.82771 0.0 0.0 0.0 0.000
C -2.68289 0.81545 1.20405 0.0 0.0 0.1 -0.001
C -2.78341 0.23027 2.46800 0.0 0.0 0.0 0.000
C -3.57567 0.81030 3.44057 0.0 0.0 0.0 0.000
C -4.27705 1.97778 3.15872 0.0 0.0 0.0 0.000
C -4.17567 2.56299 1.90824 0.0 0.0 0.0 0.000
C -3.38099 1.98292 0.92789 0.0 0.0 0.0 0.000
H 2.21424 2.27409 2.68619 -0.1 0.0 0.0 0.000
H 4.43163 1.87403 3.63201 0.0 0.0 0.0 0.000
H 6.06810 0.46265 2.43096 0.0 0.0 0.0 0.000
H 5.47312 -0.50518 0.23104 0.0 0.0 0.0 0.000
H 3.27191 -0.06429 -0.74753 0.0 0.0 0.0 0.000
H -0.06358 1.37824 2.90155 0.0 0.0 0.0 0.000
H -1.22322 3.11691 4.20229 0.0 0.0 0.0 0.000
H -1.78591 5.28163 3.14794 0.0 0.0 0.0 0.000
H -1.18506 5.70284 0.78908 0.0 0.0 0.0 0.000
H -0.01247 3.96134 -0.51645 0.0 0.0 0.0 0.000
H -3.69637 -1.30899 -1.76373 0.0 0.0 0.0 0.000
H -4.70794 -3.56572 -1.73963 0.0 0.0 0.0 0.000
H -3.96209 -5.23771 -0.08275 0.0 0.0 0.0 0.000
H -2.20728 -4.65211 1.55981 0.0 0.0 0.0 0.000
H -1.20423 -2.40153 1.54263 0.0 0.0 0.0 0.000
H -2.23559 -0.67405 2.69742 0.0 0.0 0.0 0.000
H -3.65371 0.35141 4.41752 0.0 0.0 0.0 0.000
H -4.90516 2.42652 3.91747 0.0 0.0 0.0 0.000
H -4.71645 3.47447 1.68913 0.0 0.0 0.0 0.000
H -3.29910 2.44180 -0.04906 0.0 0.0 0.0 0.000
S -3.00881 -0.27703 -4.87500 0.0 -0.1 0.0 -0.026
C -1.57390 0.65025 -4.82800 0.2 0.1 0.1 -0.019
S -0.95494 2.13828 -4.75924 0.0 0.0 0.0 -0.006
S -0.97661 -0.98980 -4.65175 -0.2 -0.1 -0.3 -0.017
I 1.98423 0.47502 -4.78889 0.0 0.0 -0.2 -0.007
C 2.75347 -1.17858 -3.82059 0.1 -0.1 0.1 -0.002
C 3.82983 -1.83106 -4.36642 0.0 0.0 0.0 0.000
C 4.38722 -2.90549 -3.66839 0.0 0.0 0.0 -0.005
C 3.89312 -3.26428 -2.43759 0.0 0.0 0.0 0.000
C 2.81105 -2.58321 -1.86599 0.0 0.0 0.0 -0.005
C 2.41189 -2.91830 -0.52026 0.0 0.0 0.0 -0.001
C 1.41928 -2.25127 0.06290 0.1 0.0 0.0 -0.004
C 0.58318 -1.27374 -0.68295 -0.1 0.0 0.0 -0.001
C 0.99861 -0.85336 -2.05700 0.3 -0.1 0.1 -0.034
C 2.16947 -1.53413 -2.58071 -0.1 0.1 0.0 -0.003
H 4.24557 -1.52368 -5.31576 0.0 0.0 0.0 0.000
H 5.22771 -3.43814 -4.09370 0.0 0.0 0.0 0.000
H 4.35125 -4.07174 -1.88127 0.0 0.0 0.0 0.000
H 2.97949 -3.67404 0.00731 0.0 0.0 0.0 0.000
H 1.13790 -2.43359 1.09164 0.0 0.0 0.0 0.000
H -0.27923 -1.91323 -0.99239 0.0 0.0 0.0 -0.002
```
Forces are in eV/Å.